No. 1
Density functional theory data (wB97M-V/def2-TZVPD) for 2 unconnected molecules or ions with the total composition C2H6N3O3 in a non-equilibrium geometry.

E_LUMO ... 4.10 eV
Total charge ... -1
E_tot ... -469.94130 hartree

Geometry as XYZ:
```
14
Properties=species:S:1:pos:R:3:forces:R:3
N 2.460 -1.779 0.311 0.82 1.71 -0.05
C 1.256 -1.110 0.152 0.41 -0.08 -1.69
O 1.330 0.057 -0.330 -0.13 -0.62 0.92
O 0.254 -1.857 0.342 -0.32 0.76 0.28
H 2.375 -2.712 0.547 0.19 -1.85 0.59
H 3.353 -1.315 0.220 -0.45 -0.17 -0.01
N -1.769 0.002 0.159 0.06 0.23 -0.54
C -1.777 1.340 -0.215 1.22 -0.40 1.13
N -0.565 1.955 -0.481 -1.70 1.19 -0.18
O -2.823 2.004 -0.176 0.07 -0.22 -0.45
H -2.736 -0.272 0.224 0.12 -0.36 0.17
H -1.000 -0.770 0.188 -0.74 1.49 -0.26
H 0.323 1.479 -0.377 0.05 -0.38 -0.02
H -0.682 2.978 -0.562 0.40 -1.29 0.10
```
Positions in Å, forces in eV/Å.

Now the natural (NBO) charges, all in e: number 1, N, carries -0.894; number 2, C, carries 0.878; number 3, O, carries -0.819; number 4, O, carries -0.799; number 5, H, carries 0.372; number 6, H, carries 0.373; number 7, N, carries -0.900; number 8, C, carries 0.777; number 9, N, carries -0.881; number 10, O, carries -0.752; number 11, H, carries 0.368; number 12, H, carries 0.457; number 13, H, carries 0.446; number 14, H, carries 0.374

***

No. 2
Density functional theory data (wB97M-V/def2-TZVPD) for a molecular structure, C27H29CrN3O2SSe2.

E_LUMO (alpha / beta) ... 4.55 / 4.55 eV
Total charge ... -2
E_tot ... -7606.62416 hartree
Multiplicity ... 5

Geometry as XYZ:
```
65
Properties=species:S:1:pos:R:3:forces:R:3
Cr 0.010 -1.062 0.090 -0.39 -0.07 0.84
C 0.902 -1.051 -4.109 0.28 0.05 -0.15
C 2.258 -0.905 -3.462 -0.01 0.12 -0.59
C 3.409 -0.532 -4.217 -0.27 -0.04 0.09
C 4.589 -0.351 -3.562 0.07 0.02 0.07
C 4.673 -0.570 -2.165 0.19 0.09 -0.02
C 5.874 -0.376 -1.432 -0.19 -0.04 -0.14
C 5.859 -0.629 -0.087 -0.21 -0.10 0.16
C 4.703 -1.114 0.558 0.23 0.05 -0.03
C 3.508 -1.360 -0.108 0.06 0.02 -0.14
S 2.178 -2.118 0.701 0.45 -0.11 -0.08
C 3.496 -1.004 -1.515 -0.24 -0.05 0.15
N 2.322 -1.119 -2.184 0.01 -0.17 0.46
H 0.981 -1.074 -5.198 0.02 -0.02 -0.01
H 0.256 -0.213 -3.831 0.23 -0.10 -0.14
H 0.403 -1.955 -3.756 0.07 0.07 -0.03
H 3.330 -0.384 -5.288 0.00 0.01 0.01
H 5.482 -0.045 -4.099 0.01 0.00 0.00
H 6.765 -0.028 -1.942 0.00 0.00 0.00
H 6.759 -0.468 0.499 -0.01 -0.01 0.02
H 4.726 -1.328 1.620 0.06 0.01 0.00
O -4.152 0.055 4.021 0.00 0.00 0.16
C -2.947 -0.246 4.742 -0.17 0.02 -0.09
C -1.832 -0.723 3.807 -0.02 -0.02 -0.15
C -0.607 -0.812 4.743 0.07 -0.08 -0.01
O 0.346 -1.802 4.438 -0.04 0.13 0.04
C -1.666 0.330 2.686 0.10 -0.03 0.01
Se 0.185 0.625 2.074 0.11 -0.01 -0.15
C -2.241 -2.097 3.245 0.15 0.04 0.01
Se -1.243 -2.887 1.726 0.01 0.19 -0.11
H -4.825 0.285 4.669 0.09 -0.02 -0.09
H -3.143 -1.028 5.486 -0.05 -0.03 0.00
H -2.603 0.656 5.269 0.02 0.02 0.02
H -0.954 -1.056 5.756 -0.01 -0.04 0.02
H -0.141 0.180 4.779 0.02 0.06 0.04
H 0.608 -1.676 3.509 -0.02 -0.04 -0.03
H -2.066 1.293 3.010 0.04 0.01 0.04
H -2.241 0.012 1.817 -0.10 0.03 0.02
H -3.276 -2.022 2.917 -0.05 -0.01 0.04
H -2.185 -2.829 4.055 -0.02 0.00 0.01
C -0.012 1.921 -1.166 -0.29 -0.04 0.21
N -0.521 0.558 -1.175 0.25 0.39 -0.23
C -1.284 0.217 -2.151 -0.21 -0.25 -0.23
C -1.604 -1.163 -2.328 0.00 0.20 0.27
C -2.347 -1.865 -3.281 -0.04 0.00 0.07
C -2.112 -3.220 -3.012 0.11 0.02 0.11
C -1.237 -3.259 -1.910 -0.07 -0.05 -0.15
N -0.924 -2.025 -1.504 -0.20 -0.12 -0.30
C -0.926 2.933 -0.501 -0.01 -0.04 -0.01
C -0.376 4.087 0.051 0.00 0.08 -0.03
C -1.181 5.066 0.612 -0.03 -0.04 -0.02
C -2.562 4.901 0.642 0.05 -0.03 -0.03
C -3.117 3.746 0.112 0.05 -0.02 -0.02
C -2.305 2.771 -0.457 -0.03 0.02 0.07
H 0.171 2.246 -2.198 0.00 0.05 -0.05
H 0.943 1.932 -0.644 0.02 -0.07 0.06
H -1.612 0.958 -2.888 -0.05 -0.03 -0.02
H -2.978 -1.440 -4.048 0.03 0.00 -0.02
H -2.524 -4.072 -3.532 0.00 0.00 0.01
H -0.834 -4.120 -1.399 -0.03 -0.01 0.01
H 0.702 4.200 0.061 -0.01 0.00 0.01
H -0.729 5.949 1.047 0.00 0.00 0.00
H -3.194 5.658 1.090 0.00 0.00 0.01
H -4.189 3.591 0.152 0.01 -0.01 0.01
H -2.747 1.860 -0.836 -0.01 0.00 0.02
```
Positions in Å, forces in eV/Å.

Now the natural (NBO) charges, all in e: number 1, Cr, carries 0.906; number 2, C, carries -0.636; number 3, C, carries 0.220; number 4, C, carries -0.271; number 5, C, carries -0.181; number 6, C, carries -0.018; number 7, C, carries -0.307; number 8, C, carries -0.195; number 9, C, carries -0.282; number 10, C, carries -0.119; number 11, S, carries -0.311; number 12, C, carries 0.100; number 13, N, carries -0.400; number 14, H, carries 0.185; number 15, H, carries 0.221; number 16, H, carries 0.257; number 17, H, carries 0.193; number 18, H, carries 0.189; number 19, H, carries 0.184; number 20, H, carries 0.188; number 21, H, carries 0.215; number 22, O, carries -0.730; number 23, C, carries -0.042; number 24, C, carries -0.157; number 25, C, carries -0.048; number 26, O, carries -0.747; number 27, C, carries -0.534; number 28, Se, carries -0.441; number 29, C, carries -0.540; number 30, Se, carries -0.464; number 31, H, carries 0.450; number 32, H, carries 0.149; number 33, H, carries 0.148; number 34, H, carries 0.141; number 35, H, carries 0.170; number 36, H, carries 0.505; number 37, H, carries 0.195; number 38, H, carries 0.206; number 39, H, carries 0.202; number 40, H, carries 0.194; number 41, C, carries -0.252; number 42, N, carries -0.536; number 43, C, carries 0.124; number 44, C, carries -0.043; number 45, C, carries -0.294; number 46, C, carries -0.357; number 47, C, carries -0.023; number 48, N, carries -0.559; number 49, C, carries 0.008; number 50, C, carries -0.194; number 51, C, carries -0.217; number 52, C, carries -0.244; number 53, C, carries -0.223; number 54, C, carries -0.158; number 55, H, carries 0.181; number 56, H, carries 0.230; number 57, H, carries 0.164; number 58, H, carries 0.194; number 59, H, carries 0.193; number 60, H, carries 0.204; number 61, H, carries 0.207; number 62, H, carries 0.195; number 63, H, carries 0.194; number 64, H, carries 0.200; number 65, H, carries 0.210

***

No. 3
Density functional theory data (wB97M-V/def2-TZVPD) for C4H6N2O2 in the gas phase in a non-equilibrium geometry.

E_LUMO (alpha / beta) ... 0.12 / 0.12 eV
E_tot ... -415.84769 hartree

Geometry as XYZ:
```
14
Properties=species:S:1:pos:R:3:forces:R:3
C 0.303 1.042 0.030 -0.12 -0.59 -0.19
C 0.652 -1.119 -0.024 -0.42 -0.23 -1.00
N -0.805 0.875 -0.906 -0.25 0.57 0.57
N 1.342 0.135 -0.404 0.01 -0.18 -0.07
C -1.356 -0.351 -0.626 1.75 -1.29 -1.07
C -0.317 0.290 1.255 -1.90 0.92 0.76
O -2.168 -1.070 -1.076 0.20 0.52 0.56
O 0.019 0.177 2.400 0.22 -0.05 -0.85
H -0.610 1.027 -1.888 0.02 -0.11 0.08
H 2.214 0.280 0.093 -0.07 -0.05 0.04
H 0.575 2.086 0.181 -0.02 -0.11 0.06
H 0.588 -1.844 -0.834 0.08 0.04 -0.08
H 1.028 -1.617 0.867 -0.23 0.24 0.16
H -1.467 0.089 0.932 0.72 0.31 1.04
```
Positions in Å, forces in eV/Å.

Now the natural (NBO) charges, all in e: number 1, C, carries 0.018; number 2, C, carries -0.425; number 3, N, carries -0.663; number 4, N, carries -0.652; number 5, C, carries 0.759; number 6, C, carries 0.452; number 7, O, carries -0.484; number 8, O, carries -0.538; number 9, H, carries 0.431; number 10, H, carries 0.379; number 11, H, carries 0.226; number 12, H, carries 0.197; number 13, H, carries 0.211; number 14, H, carries 0.089